No. 1
13
Properties=species:S:1:pos:R:3:forces:R:3:nbo_charge:R:1 method="wB97M-V/def2-TZVPD" orbital_gap_ev=10.512 e_lumo_ev=0.922 smiles="CC(=O)N1CC1" homo_ev=-9.590 spin_multiplicity=1
C -1.804285 -0.116338 -0.604979 -0.15 -0.08 -0.08 -0.71
C -0.396565 -0.607085 -0.844016 -0.08 -0.12 -0.10 0.69
O -0.074744 -1.486967 -1.615917 -0.20 0.07 0.08 -0.59
N 0.523550 0.107370 -0.151181 -0.31 0.02 -0.65 -0.45
C 0.698786 0.745138 1.083684 0.44 -0.23 0.15 -0.23
C 1.830185 -0.086546 0.284252 0.03 0.51 0.27 -0.20
H -2.402952 -0.355847 -1.483188 -0.03 0.01 0.14 0.24
H -2.229129 -0.613377 0.272989 0.02 0.01 -0.14 0.23
H -1.815225 0.964345 -0.421896 0.00 -0.24 -0.05 0.22
H 0.474007 0.324722 2.055934 -0.61 -0.57 -0.22 0.19
H 0.427480 1.816457 1.031318 1.27 -0.29 0.18 0.20
H 2.106601 -1.154325 0.407362 -0.22 0.77 0.94 0.21
H 2.645727 0.508277 -0.102392 -0.16 0.13 -0.52 0.20

***

No. 2
15
Properties=species:S:1:pos:R:3:forces:R:3:nbo_charge:R:1 method="wB97M-V/def2-TZVPD" orbital_gap_ev=10.909 e_lumo_ev=0.732 smiles=C#C[C@](C)(O)CO homo_ev=-10.177 spin_multiplicity=1
C -2.387520 -0.687399 -0.060833 0.32 0.23 -0.13 -0.23
C -1.289237 -0.212932 -0.198944 -0.43 -0.23 0.05 -0.05
C 0.118402 0.233394 -0.224647 -0.10 0.04 0.18 0.14
C 0.258247 1.687952 0.224164 0.01 0.03 0.05 -0.60
O 0.658655 0.153707 -1.539605 -0.15 -0.08 -0.17 -0.70
C 0.883715 -0.734967 0.736900 0.04 0.24 0.26 -0.06
O 1.467065 -1.828055 0.080434 -0.13 -0.15 -0.08 -0.70
H -3.367254 -1.090763 0.070319 0.13 0.08 -0.07 0.24
H 1.286558 2.009388 0.029237 -0.14 -0.10 0.07 0.23
H 0.042380 1.804675 1.290741 0.00 -0.06 -0.13 0.22
H -0.417252 2.329504 -0.348809 0.08 -0.13 0.09 0.22
H 0.034223 -0.306532 -2.111324 0.07 0.09 0.05 0.48
H 0.165270 -1.068004 1.501002 0.19 0.09 -0.06 0.17
H 1.692390 -0.203108 1.245908 -0.02 0.02 -0.16 0.18
H 0.876286 -2.099058 -0.631914 0.12 -0.07 0.05 0.47